(1)
A molecular structure, C32H64I2O11S2 in a non-equilibrium geometry, computed with ωB97M-V with the def2-TZVPD basis set.

Results
- Charge: 0
- Energy above the lowest of the compared OMol25 structures with the same formula, charge and spin: 1038.1 kJ/mol
- Molar mass: 942.80 g/mol

Geometry (Å):
C -4.93637 6.28326 3.87679
H 6.09722 0.08838 -2.80933
C 0.26708 -0.72986 -1.42125
C -4.70230 3.11024 -1.58096
C 4.98921 -0.16216 -3.11147
C 1.21988 -7.00263 -0.97387
C 0.30344 -4.59441 -0.07555
C 3.06661 -5.18000 0.19488
C 0.92403 -1.89501 -3.82333
I 0.35203 -8.83150 -0.03450
O 1.04753 -4.73603 3.45565
H 5.74333 -2.31976 -3.34932
C 3.55551 -2.34008 -4.03583
H 3.38204 -2.84610 -2.97338
H -0.26979 4.04505 -1.15682
C -3.29213 2.73833 -1.11986
H 0.90170 -2.56767 0.97092
H -5.96430 6.59053 3.65152
C -4.76308 6.13432 5.38917
H -1.31125 -1.78143 -0.07117
C -0.98251 4.79234 -1.52384
H 6.91591 -6.37218 1.52337
H 3.62829 -1.23041 -1.47680
O -4.64203 5.04834 3.21997
H 3.11277 -5.41634 -2.66432
H -4.23805 7.03678 3.49904
H -4.97548 3.76452 7.66563
H -1.85788 2.72699 6.33721
C 2.09663 -5.71725 -3.20690
H 5.67835 -4.87303 -0.87034
C 4.91214 0.31269 -0.39626
H -3.84874 5.59672 5.64585
H 4.18779 0.96625 0.25055
H -2.79496 4.77526 -2.75309
H -4.62632 5.85017 1.30737
C 2.31842 -1.37854 -4.52594
H 2.46138 -0.23477 -4.29057
C 7.22595 -5.89631 0.47949
O -1.72657 5.33931 -0.43273
H 5.53366 -1.40990 -4.98653
H 7.53606 -4.76306 0.56147
H 2.40926 -5.95457 -4.32921
H 1.40386 -0.76772 -1.14624
C 1.44856 -7.01881 -2.44408
C 4.25586 -1.33590 1.24510
H -5.43827 2.69398 -0.88582
O -0.64560 -6.62596 2.99032
O -4.86353 4.53046 -1.58723
C 0.06728 -0.69138 -3.06986
H 6.06415 -6.62102 -1.46522
C 0.74566 -2.99058 -0.13068
H -3.03429 1.79639 7.29405
O -3.81200 3.23956 6.02478
H -7.07880 3.90960 6.18009
H 3.58271 -2.05428 0.58667
H 4.59448 0.71257 -3.79922
I 0.95130 -8.75559 -3.71568
C 5.01490 -1.57931 -3.93532
S 4.33712 -6.55612 0.45052
H 2.16447 -1.45645 -5.70609
H -1.52245 6.07705 1.46280
O 1.26713 -6.32159 1.35350
O 5.39074 -0.79796 0.45762
H 3.08110 -4.45088 1.13748
H 3.46779 -4.52293 -0.70590
O -5.90621 5.54928 6.02614
C -5.08381 3.31216 6.67328
H 5.85443 0.99825 -0.64960
S 0.20780 -5.47335 2.38514
H -5.46248 2.28965 6.77747
H -6.91834 4.48655 -1.86474
H -0.43699 5.61459 -1.99931
H -0.21155 0.21097 -0.89672
O -0.56511 -4.58716 1.14308
H 0.22631 -2.43275 -4.62795
H 1.20546 -2.66441 -2.97963
H -1.37831 4.03387 -3.48554
C -1.92630 4.14846 -2.54323
H 4.73658 -2.03581 2.08343
C -0.45773 -2.09335 -0.81105
H -6.10105 6.02089 -2.24183
H 8.10637 -6.53062 0.02297
H 0.43556 0.32800 -3.53010
H -4.80927 4.08460 1.42426
H -1.08063 -0.88127 -3.25719
H -0.44769 4.72100 1.07191
H -4.87974 2.70962 -2.58586
H -2.98053 3.31580 -0.24788
H 1.73351 -2.91259 -0.76084
H -6.18199 5.12924 1.83953
C 4.08761 -0.18180 -1.73358
C -2.79234 2.78778 6.90112
H -0.12219 6.35417 0.40073
C -6.02072 4.93232 -2.30254
O -2.32191 2.82104 -2.17181
C -0.89904 5.63704 0.68008
H 3.59139 -0.50092 1.75045
H -0.51239 -4.76509 -0.92813
H -3.30156 1.68405 -0.81914
H -5.93193 4.65028 -3.35579
H 1.31013 -4.83547 -3.14757
C -6.06384 4.13688 5.83433
H 3.20078 0.59639 -1.88423
H 3.69466 -3.24342 -4.79043
H -4.67586 7.13863 5.82022
C -5.09227 5.03961 1.87481
H -6.02094 3.87492 4.77554
C 5.89457 -5.98174 -0.49279
C 1.52991 -5.72246 0.00283
H -0.95336 -2.64219 -1.72811
H -2.65555 3.49871 7.72102

=====

(2)
A molecular structure, C48H45NO8P2Pd in a non-equilibrium geometry, computed with ωB97M-V with the def2-TZVPD basis set.

Results
- DFT total energy: -3323.159252 hartree
- Charge: -2
- Molar mass: 932.25 g/mol

Geometry (Å):
C -1.47995 0.54471 -6.03822
H -0.14715 -7.75579 -0.24211
H 0.56906 0.59356 -6.64428
C -0.00596 4.03196 0.63117
C 0.64360 -1.87629 2.76705
P -0.86153 -2.41356 0.82733
C -2.04313 0.90495 -0.37453
H -6.07633 -5.48448 -0.08459
C 1.34096 -4.21893 -0.43812
O 1.16005 2.33666 -0.74645
C 2.96615 1.10609 -2.21672
H 1.92502 0.88401 -2.35332
C 5.04271 1.91659 -3.07353
C -3.08926 1.34322 1.78931
C -4.23654 -0.12180 0.24546
C -5.27780 -0.23148 1.13650
H -4.08498 1.70600 3.63187
C 2.07796 4.56728 -0.45030
H 2.83908 6.51478 -0.07443
C -0.19858 -1.26745 4.94745
H 6.70938 1.81802 -1.74145
H -1.94168 -1.20058 -4.94374
H -1.38303 1.74533 -0.16656
C 2.39581 2.54275 2.32301
H -0.42929 -0.14538 -3.23446
C 1.63171 -6.58011 -0.20216
H -4.74146 -4.08424 -1.60583
H 3.25066 5.19380 4.26470
Pd -0.23181 -0.35918 -0.27101
H -2.20706 1.89669 2.06356
O -2.57436 2.53326 -5.87472
H 3.23076 -5.16557 -0.21126
H -2.89917 -2.72889 -0.72351
C 1.68745 -0.95559 2.94635
H -5.64054 -5.41787 2.33157
H -0.47004 1.81414 -7.39110
C 2.03338 5.82407 0.10701
C 3.69945 1.64585 -3.24606
C -0.27259 1.26446 -6.47003
H -1.64141 -5.81177 -0.50927
C -0.04536 5.29611 1.17072
H 3.82983 1.31232 1.34106
H -6.11915 -0.86865 0.90675
C -5.02958 -4.83313 1.66426
C 3.69905 2.18247 1.94547
H -1.08707 -2.74188 3.68426
H -4.27536 -0.64381 -0.69395
P 1.46057 1.21227 0.41039
H 1.74379 -3.22084 -0.46676
H 2.28082 -7.42694 -0.04546
O -2.13151 -2.58037 1.84590
H 2.38881 -0.82125 2.14203
C -5.24266 0.45647 2.33897
H 1.27437 3.93216 3.49596
O 1.26698 1.84398 1.90210
O 0.58784 -2.58869 1.56351
H 5.61386 2.34549 -3.88055
H -0.06688 1.29675 -2.12462
H 5.41779 0.82129 0.08843
C 3.37057 4.34302 3.61326
C -1.80072 0.16759 -1.58495
H -0.93033 -1.38701 5.72905
H -0.78238 3.32929 0.86478
C 1.76107 -0.20114 4.09043
C -5.28768 -4.86072 0.30672
C -0.66226 0.41100 -2.33036
H -6.07607 0.39311 3.01956
C 4.93403 1.06800 -0.84045
H -2.51283 -0.60138 -1.90070
H 5.78892 2.56506 2.08153
C 4.80017 2.87818 2.38026
C 3.55124 0.82887 -0.96795
C -0.05781 -4.37563 -0.50052
H -2.25184 -1.31871 -6.66729
C 5.65757 1.62056 -1.87208
C -0.29388 -2.02626 3.80471
C 2.26331 3.63940 3.19159
C -4.13308 1.22041 2.67070
C -3.49472 -3.32714 -0.05964
H -0.59016 -1.39837 -6.06659
C 0.97452 6.19112 0.91460
O -0.93115 -3.27211 -0.57093
H 2.90572 4.25419 -1.05914
C -4.52668 -4.09103 -0.54985
H -3.80049 -4.04538 3.22502
C 1.06497 3.62884 -0.19099
O -3.65725 0.68262 -5.39044
H -0.86794 5.58088 1.80684
H 5.50702 4.50835 3.55581
O 2.82039 0.33241 0.12655
C 0.26516 -6.76298 -0.30206
H 0.94109 7.17848 1.34638
C -0.57409 -5.68419 -0.46037
N -2.61495 1.28258 -5.75637
C -1.55931 -0.91919 -5.92558
C 0.81970 -0.34720 5.09088
C 4.64002 3.96464 3.21249
H 2.54353 0.52750 4.19399
H 0.86904 0.27015 5.97418
C -3.12695 0.69894 0.53781
C 2.16544 -5.30867 -0.28612
C -3.18559 -3.30937 1.30916
H 0.02042 1.99396 -5.71407
H 3.22467 1.85677 -4.19149
C -4.00612 -4.06239 2.16862

=====

(3)
A molecular structure, C30H44As2F12N6O2 in a non-equilibrium geometry, computed with ωB97M-V with the def2-TZVPD basis set.

Results
- Charge: +4
- Energy above the lowest of the compared OMol25 structures with the same formula, charge and spin: 0.0 kJ/mol
- Molar mass: 898.54 g/mol

Geometry (Å):
H -8.86708 0.06821 -0.19156
N -0.38912 3.42489 -1.57026
H -2.36902 -3.78960 4.15194
H 10.91408 -3.30321 3.16646
H 0.98828 0.75441 3.01990
H 9.02077 -2.87721 4.30483
H -1.05087 5.39631 -2.17408
H 6.78224 -2.15335 4.14836
F -0.69732 3.43621 -5.21028
C -1.19037 4.78058 -1.28554
F -2.04696 2.15118 -3.39874
F -4.11171 2.63568 -4.63554
As -2.40009 3.01012 -4.95702
C 8.08649 -0.33672 1.53567
C 1.76918 1.49233 3.20368
H 11.66037 -1.62198 2.98338
C -5.57278 -0.49138 0.23014
H 1.73741 1.86647 4.22696
N 3.10349 0.93913 2.90979
C 5.49922 1.28766 2.67276
H 3.88395 2.76425 3.24950
H -2.23198 4.55650 -1.05544
H -9.35025 0.87203 -2.07360
C 9.38400 -0.80720 1.72298
C 2.07057 2.57189 -2.15713
C -4.62938 -1.08281 1.22294
C -7.80340 0.01033 -0.36944
C 4.50926 -0.86644 2.46066
F -0.77113 -0.39633 1.99505
F -2.44860 0.58212 0.49515
F -0.19052 1.75666 0.85478
H -1.24658 -2.51491 -4.86739
C -3.12992 -2.83837 1.88496
H 1.77767 1.58933 -2.52711
C 10.90283 -2.33691 2.66225
H -1.02934 -2.56597 3.73802
H -5.01426 0.42685 2.65668
H 11.08609 -2.57325 1.61408
H -1.95858 -0.51676 -4.12944
N 9.59799 -1.76087 2.66131
C 4.17565 1.78830 2.89056
H 10.24273 -0.58444 1.10707
C -4.43061 -0.46500 2.48242
H 4.57882 -1.90313 2.16599
H -4.10684 -2.81173 -0.01117
C -6.09781 0.82908 -1.77111
F 0.91286 -0.46342 0.15421
C -3.97278 -2.31857 0.94026
H 6.31405 1.99160 2.58953
N -1.85751 -2.61590 -4.06947
C 0.99871 3.66729 -2.22630
H -8.24791 2.32764 -2.46833
C 5.69939 -0.08541 2.47913
C -6.90764 -0.65595 0.45245
H 2.42013 -1.01586 2.74290
O 1.19673 4.72339 -2.81997
H -0.34997 2.73422 -0.83436
C 8.72079 -2.14846 3.56636
F -2.32425 1.49293 -6.02301
H 2.89859 2.90912 -2.78063
F -2.94753 3.87351 -6.40072
N -2.95274 -2.18022 3.07580
C -0.07699 -4.01399 -2.59422
C -5.13158 0.27788 -0.88093
H -5.91102 1.38664 -2.67700
H 0.22037 -3.70580 -1.59187
H -2.72912 -2.84458 -4.52565
As -0.74405 0.12843 0.25068
H -2.67597 -1.28554 -2.61788
C -3.57434 -1.04299 3.36327
H -0.88863 -1.00013 -2.98190
C -8.39797 1.24823 -2.44742
H 2.43430 2.43002 -1.13945
H -0.75412 5.29027 -0.42647
H 1.62714 2.39976 2.61673
H -2.17211 -2.25118 5.07446
H 0.64226 -3.70980 -3.35464
H -0.84235 2.97890 -2.35497
H 0.07320 -5.08651 -2.47081
C -2.03422 -2.75289 4.11666
C 7.42498 -1.65499 3.43778
H -7.25586 -1.21992 1.30513
C 7.02621 -0.72875 2.40559
C 3.27398 -0.35457 2.74782
N -7.43814 0.69539 -1.45901
H -3.28545 -0.40607 4.18624
O -2.39906 -4.11445 -2.26595
F -1.23678 -1.54975 -0.23315
F -2.52059 4.55500 -4.11940
H -4.09338 0.48271 -1.09676
F -0.61721 0.68692 -1.51931
H 7.98804 0.41093 0.76254
H -8.14142 0.80512 -3.40968
H -2.62926 -3.78750 1.76296
C -1.87363 -1.27975 -3.35566
C -1.52486 -3.61635 -2.91874

=====

(4)
A molecular structure, C2H7N2S in a non-equilibrium geometry, computed with ωB97M-V with the def2-TZVPD basis set.

Results
- Charge: +1
- Energy above the lowest of the compared OMol25 structures with the same formula, charge and spin: 302.2 kJ/mol
- Molar mass: 91.16 g/mol

Geometry (Å):
H -0.71473 1.95224 0.09705
H 1.79431 -1.39872 -0.16556
H -0.64138 -1.56257 0.22963
H -2.24656 -0.88999 1.22602
C -0.78018 -0.66469 -0.33625
H 2.42038 0.28286 -0.14751
C 0.28288 0.23037 -0.08398
S -2.50870 -0.13772 0.09040
N 1.94060 -0.50515 0.21325
N 0.25600 1.47811 0.06522
H -0.89382 -0.85264 -1.45587
H 1.09119 2.06789 0.26759

=====

(5)
A molecular structure, C45H37BF5N13PPbS4, computed with ωB97M-V with the def2-TZVPD basis set.

Results
- Charge: -1
- Energy above the lowest of the compared OMol25 structures with the same formula, charge and spin: 0.0 kJ/mol
- Molar mass: 1232.13 g/mol

Geometry (Å):
C -1.79363 0.26748 -4.84452
C 1.74797 -3.91262 1.52529
N 2.59521 -0.40351 -3.69316
C 3.63724 0.07434 -4.39308
H -2.60428 0.64370 -5.44330
C -0.67710 4.99228 -0.60011
C 3.50454 1.09456 -2.45869
C -9.08057 -2.02162 -2.14463
H 1.07240 6.71563 2.22646
C -4.13723 -3.19912 -2.84293
C -6.87346 -1.18213 -1.67782
H 2.32068 5.05208 0.93029
N 0.96520 -2.56722 -2.02140
H -10.14969 -1.86369 -2.20944
H 3.61577 -2.23057 0.21707
S 0.28998 2.61299 -1.59855
N 0.11956 -0.64044 -4.20224
C 3.99785 -1.60952 3.24081
H 5.12546 1.62987 -3.89939
S -2.51283 -2.98115 -2.31657
H 5.72100 1.78725 1.38193
H 1.76932 -1.70821 -5.31900
F -2.23379 1.78845 -0.15090
C -7.16643 -3.46641 -2.38933
C -0.23485 -3.41991 3.29552
C 0.93545 -4.70954 -2.69530
H 3.86222 -0.31284 -5.37300
C 4.26553 1.03970 -3.63325
H 3.61351 1.72944 -1.59323
H 4.08980 -2.46096 2.57959
H 3.77957 -2.84151 4.98119
C -1.96216 3.09687 -0.07052
C 0.51519 2.14106 2.42529
C -0.57964 6.12933 3.46501
C 0.69063 -3.80963 -1.64941
H 1.63270 -4.14528 -4.74588
C -1.69938 0.23092 -3.45168
H 6.48563 0.18694 1.28968
C -8.53706 -3.25965 -2.45513
H -0.23771 -0.48103 -6.26849
C 0.09125 3.50960 2.79941
H 5.98558 1.03250 -0.19484
N 1.50104 -2.64400 1.84505
C 1.03639 -4.98750 2.03254
N -0.55535 -0.32004 -3.07471
C 4.48761 -1.57309 0.18864
N 2.50933 0.21849 -2.49947
C -6.33946 -2.41924 -2.01466
H -0.59043 -5.53430 3.33141
N 1.64716 1.97791 1.63669
H -6.20908 -0.39423 -1.35256
C 1.35462 -3.90580 -3.73307
N -4.92657 -2.59192 -1.92927
C -0.99276 3.76805 3.63697
N 0.24029 -0.06259 2.31318
H 3.03944 2.89944 0.46138
H 4.73540 -1.39727 -0.86032
C 3.71261 -0.75453 5.47367
H 0.78814 -5.77551 -2.69940
C -0.83100 3.60774 -0.71371
C 3.77483 0.54052 4.97152
H 5.33535 -2.04915 0.68661
F -1.33495 7.12447 0.18655
C -8.24349 -0.98649 -1.74792
N -4.32407 -1.94507 -0.85789
H 0.04775 -0.83352 4.20370
C 0.49772 5.89355 2.63693
H -1.55576 2.92342 4.01011
H 2.55433 -4.07582 0.81648
C -3.03541 -2.06894 -0.91062
H -0.84742 7.14819 3.71357
B 1.49477 -1.36765 -4.19610
H -2.18700 5.25836 4.59954
F -3.88871 3.32584 1.28232
C 0.53136 -2.40683 2.72764
N 1.88045 4.30207 1.43689
F -3.46707 6.01293 1.47741
H 3.92282 1.76662 3.22754
C 3.83199 -1.82720 4.60376
C 5.72728 0.83620 0.84847
C -2.83582 3.87829 0.66467
C 2.21251 3.01995 1.15373
H 3.69410 1.38813 5.64078
H -6.73960 -4.42814 -2.63018
C 0.01024 -4.72845 2.92930
C -1.33293 5.06524 3.96427
H -1.02277 -3.16941 3.99390
C -0.61136 -0.29708 -5.27495
H -9.18265 -4.07956 -2.74384
P 4.04750 0.05326 0.91641
H 1.26903 -5.99567 1.71679
H 3.56976 -0.92267 6.53378
F 0.37261 5.61295 -1.18055
C -2.63195 5.24157 0.76161
S -1.94480 -1.45331 0.28135
N 1.37061 -2.63023 -3.30829
C 0.25649 -1.01067 3.14614
H -8.65637 -0.01959 -1.48993
N -0.17230 1.14846 2.83212
C -1.54922 5.79661 0.10795
H -2.39823 0.57580 -2.70459
C 0.82178 4.58144 2.29710
Pb 0.48790 -0.27249 -0.80791
H 0.30524 -3.99753 -0.65804
C 4.02515 -0.32024 2.71708
S -4.55494 -3.99854 -4.24875
C 3.91839 0.75037 3.60938

=====

(6)
C7H14N in the gas phase in a non-equilibrium geometry, computed with ωB97M-V with the def2-TZVPD basis set.

Results
- Expectation value of S²: 0.751
- Charge: 0
- Energy above the lowest of the compared OMol25 structures with the same formula, charge and spin: 225.0 kJ/mol
- Molar mass: 112.20 g/mol
- Spin multiplicity: 2

Geometry (Å):
H -0.03485 1.74562 0.51194
C 1.05993 0.20775 1.56456
C 1.16323 0.91068 2.68585
H -0.67073 -2.16112 -3.04413
H 2.68253 1.20900 4.16239
H 1.22055 0.55923 4.79138
C 1.89047 0.49427 3.92501
C 0.10533 0.03402 -0.71525
H -1.25958 -1.97885 -1.48177
H 0.57272 1.82176 2.78143
H -2.33857 -2.26350 -2.75179
H -1.35597 -0.18505 -3.79603
H -2.61044 0.00352 -2.63361
H 0.34598 -1.02430 -0.67736
H 1.65828 -0.68181 1.41562
H 0.06956 1.17683 -2.50036
C -1.56617 -0.26762 -2.73329
N -1.46333 -1.75358 -2.46936
C 0.27389 0.71022 0.42859
C -0.64465 0.62142 -1.89219
H -1.31827 1.36305 -1.45961
H 2.22009 -0.54155 3.88796